(1)
Entry from the Open Molecules 2025 dataset: a 2-piece molecular cluster, C5H14 overall (wB97M-V/def2-TZVPD).

Results
SMILES	CCC.CC
E_HOMO	-11.2	eV
Kohn-Sham gap	12.4	eV
energy above the lowest of the compared OMol25 structures with the same formula, charge and spin	10.5	kcal/mol
electronic energy	-5411.594	eV

Last column: Löwdin charge in e.
Geometry (Å):
C1 -0.6648 -2.1079 1.1998  -0.1611
C2 0.1579 -2.4119 -0.0748  -0.1573
H1 0.0638 -1.8633 1.9835  0.0543
H2 -1.3131 -1.2466 1.0861  0.0512
H3 -1.0823 -3.0289 1.6001  0.0574
H4 -0.0277 -3.4141 -0.4588  0.0579
H5 1.2239 -2.3278 0.1233  0.0578
H6 -0.0209 -1.6760 -0.8555  0.0383
C3 -0.2937 1.8362 -0.1982  -0.3058
C4 -0.0812 1.4992 -1.6680  -0.1320
C5 0.8556 1.4006 0.7304  -0.1082
H7 -0.3878 2.9206 -0.0964  0.0922
H8 -1.2345 1.3859 0.1068  0.0897
H9 -0.4032 0.4670 -1.8667  0.0547
H10 1.2061 2.2336 1.3453  0.0642
H11 0.5471 0.5812 1.3736  0.0471
H12 1.7507 1.1654 0.1558  0.0655
H13 -0.7433 2.0678 -2.3304  0.0664
H14 0.9287 1.6001 -2.0618  0.0678



(2)
Entry from the Open Molecules 2025 dataset: a 2-piece molecular cluster, C5H14 overall (wB97M-V/def2-TZVPD).

Results
SMILES	CCC.CC
E_HOMO	-10.9	eV
Kohn-Sham gap	12.0	eV
energy above the lowest of the compared OMol25 structures with the same formula, charge and spin	18.6	kcal/mol
electronic energy	-5411.243	eV

Last column: Löwdin charge in e.
Geometry (Å):
C1 -0.2474 -1.7515 0.8927  -0.1922
C2 0.1427 -3.2325 0.7723  -0.1621
H1 -0.6357 -1.4362 1.8655  0.0701
H2 0.7041 -1.1947 0.8001  0.0661
H3 -0.9172 -1.4515 0.0959  0.0447
H4 -0.6216 -3.8895 1.1727  0.0518
H5 1.1362 -3.4811 1.1512  0.0616
H6 0.0674 -3.4337 -0.3340  0.0777
C3 0.3824 1.7802 -0.1295  -0.3287
C4 -1.0167 1.1444 -0.1162  -0.1265
C5 0.7236 2.4865 -1.4585  -0.1273
H7 0.4984 2.5101 0.6763  0.0962
H8 1.1390 0.9823 0.0341  0.0925
H9 -1.1017 0.4973 -0.9745  0.0636
H10 -1.6665 2.0088 0.0216  0.0785
H11 0.7023 1.7301 -2.2421  0.0692
H12 0.0827 3.3209 -1.7817  0.0691
H13 -1.0125 0.4154 0.7178  0.0321
H14 1.6406 2.9946 -1.1637  0.0634



(3)
Entry from the Open Molecules 2025 dataset: a 2-piece molecular cluster, C5H14 overall (wB97M-V/def2-TZVPD).

Results
SMILES	CCC.CC
E_HOMO	-10.9	eV
Kohn-Sham gap	12.0	eV
energy above the lowest of the compared OMol25 structures with the same formula, charge and spin	40.7	kcal/mol
electronic energy	-5410.284	eV

Last column: Löwdin charge in e.
Geometry (Å):
C1 2.8441 -1.4134 0.7393  -0.1761
C2 2.8256 0.0757 0.8476  -0.1607
H1 2.4604 -1.9196 -0.0781  0.0482
H2 3.7318 -1.8703 0.7445  0.0243
H3 2.2585 -1.7525 1.5426  0.0585
H4 2.1013 0.5462 1.5631  0.0741
H5 2.2947 0.1883 -0.1030  0.0492
H6 3.7666 0.6515 1.0205  0.0788
C3 -1.9982 0.9264 -0.9795  -0.3368
C4 -0.9248 -0.1122 -0.8794  -0.1393
C5 -3.1004 0.7882 0.0207  -0.1594
H7 -1.6418 1.9795 -0.8358  0.1158
H8 -2.4428 0.8163 -2.0169  0.1193
H9 -1.2489 -1.1313 -1.1030  0.0841
H10 -3.8219 -0.0106 -0.0477  0.0574
H11 -2.8282 0.4448 0.9920  0.0570
H12 -0.3768 -0.0404 0.0539  0.0592
H13 -0.0883 0.1757 -1.4971  0.0588
H14 -3.8107 1.6577 0.0163  0.0877



(4)
Entry from the Open Molecules 2025 dataset: a 2-piece molecular cluster, C5H14 overall (wB97M-V/def2-TZVPD).

Results
SMILES	CCC.CC
E_HOMO	-10.7	eV
Kohn-Sham gap	11.8	eV
energy above the lowest of the compared OMol25 structures with the same formula, charge and spin	14.9	kcal/mol
electronic energy	-5411.404	eV

Last column: Löwdin charge in e.
Geometry (Å):
C1 -1.4295 -1.3217 -2.4050  -0.1677
C2 -1.9749 -1.8376 -1.0723  -0.1747
H1 -0.3676 -1.0802 -2.4318  0.0549
H2 -1.4930 -2.0597 -3.1965  0.0529
H3 -2.0502 -0.4683 -2.6713  0.0634
H4 -3.0687 -1.7942 -1.0497  0.0595
H5 -1.7368 -1.0745 -0.3192  0.0516
H6 -1.6833 -2.8067 -0.6772  0.0585
C3 1.2888 1.0903 1.8322  -0.3380
C4 0.8880 2.4362 1.2238  -0.1186
C5 1.5503 -0.0202 0.8763  -0.1399
H7 2.1863 1.2192 2.4388  0.0912
H8 0.5789 0.8181 2.6353  0.1065
H9 1.5106 2.6653 0.3412  0.0726
H10 1.7273 0.2275 -0.1683  0.0701
H11 0.8204 3.2615 1.9057  0.0602
H12 -0.0274 2.2294 0.6669  0.0659
H13 2.4252 -0.6133 1.1619  0.0672
H14 0.8556 -0.8710 0.9093  0.0645



(5)
Entry from the Open Molecules 2025 dataset: a 2-piece molecular cluster, C5H14 overall (wB97M-V/def2-TZVPD).

Results
SMILES	CCC.CC
E_HOMO	-10.9	eV
Kohn-Sham gap	11.9	eV
energy above the lowest of the compared OMol25 structures with the same formula, charge and spin	32.3	kcal/mol
electronic energy	-5410.648	eV

Last column: Löwdin charge in e.
Geometry (Å):
C1 -0.7754 -1.2671 -0.7777  -0.3637
C2 -1.6249 -0.3081 -1.6009  -0.1429
C3 -1.1069 -2.7720 -0.8829  -0.1087
H1 0.2948 -1.1306 -0.8796  0.0827
H2 -0.9679 -0.8958 0.3047  0.1175
H3 -2.5135 -0.0391 -1.0328  0.0609
H4 -0.8281 -3.1209 -1.8686  0.0672
H5 -1.6107 -0.6067 -2.6820  0.0745
H6 -0.8744 0.6499 -1.6797  0.1080
H7 -0.4245 -3.1140 -0.1115  0.0698
H8 -2.1056 -2.9902 -0.7964  0.0358
C4 2.1532 1.5094 1.2120  -0.1731
C5 1.0073 2.4148 1.7290  -0.1756
H9 1.8263 0.5465 1.5887  0.0499
H10 2.2571 1.6411 0.0638  0.0958
H11 3.0423 1.6784 1.7455  0.0313
H12 0.1324 2.2806 1.1717  0.0237
H13 1.2147 3.5219 1.7391  0.0761
H14 0.9038 2.0019 2.7575  0.0708



(6)
Entry from the Open Molecules 2025 dataset: a 2-piece molecular cluster, C5H14 overall (wB97M-V/def2-TZVPD).

Results
spin multiplicity	2
E_HOMO (alpha / beta)	-14.6 / -14.6	eV
Kohn-Sham gap (alpha / beta)	11.4 / 3.4	eV
energy above the lowest of the compared OMol25 structures with the same formula, charge and spin	29.9	kcal/mol
total charge	+1
electronic energy	-5399.807	eV

Last column: Löwdin charge in e.
Geometry (Å):
C1 2.2344 -1.0114 0.4051  -0.1905
C2 0.7850 -1.0643 -0.0978  -0.0346
C3 2.5972 -0.0426 1.5142  0.0022
H1 2.5460 -2.0734 0.7178  0.2076
H2 2.8846 -0.9044 -0.5426  0.2381
H3 0.4891 -0.0153 -0.1419  0.0891
H4 1.7784 -0.2407 2.2216  0.1357
H5 3.5435 -0.1670 1.8536  0.0527
H6 2.4678 1.1294 1.2111  0.2040
H7 0.5834 -1.6072 -1.0171  0.1080
H8 0.1333 -1.6159 0.6666  0.1653
C4 -2.7021 0.7054 -0.0731  -0.1661
C5 -2.3482 1.1910 -1.5360  -0.1955
H9 -2.5499 1.5505 0.5274  0.0282
H10 -3.7965 0.4203 -0.1032  0.0867
H11 -1.9731 -0.1380 0.1734  0.0484
H12 -3.1792 1.7764 -2.0381  0.0729
H13 -2.1114 0.2719 -2.2230  0.0777
H14 -1.3821 1.8353 -1.5178  0.0697



(7)
Entry from the Open Molecules 2025 dataset: C5H14BClIO2P as an isolated structure (wB97M-V/def2-TZVPD).

Results
E_HOMO	-6.7	eV
Kohn-Sham gap	4.5	eV
electronic energy	-40090.605	eV

Last column: Löwdin charge in e.
Geometry (Å):
C1 2.3551 1.4482 0.3218  -0.1485
C2 2.6354 -0.1677 0.3173  -0.2219
B1 1.2180 -1.0258 0.1024  -0.6343
O1 0.7249 -1.9568 1.1419  -0.2833
P1 0.3365 -0.7288 -1.6068  0.6434
I1 0.4453 -2.9536 -2.7586  0.5316
C3 -1.4987 -0.1947 -1.4301  -0.3765
C4 -1.7377 1.1240 -0.4824  -0.1982
C5 -2.7197 0.8298 0.8319  -0.2319
O2 -2.5280 -0.5052 1.4214  -0.1262
H1 3.0824 1.9542 1.1217  0.1010
H2 2.5101 1.8838 -0.7604  0.0775
H3 1.2642 1.6834 0.6796  0.0583
H4 3.2864 -0.4125 -0.6485  0.1051
H5 3.2465 -0.5495 1.2410  0.1032
H6 1.5017 -2.4270 1.5918  -0.2882
H7 1.0453 0.2752 -2.4118  0.0262
H8 -1.8481 0.1212 -2.5271  0.1004
H9 -2.2044 -1.1139 -1.1479  0.1155
H10 -0.7609 1.6666 -0.1320  0.0929
H11 -2.3373 1.9273 -1.1311  0.1239
H12 -2.5144 1.6848 1.6214  0.1343
H13 -3.8677 0.9172 0.5503  0.1291
H14 -3.2674 -1.0805 1.0216  0.1162
Cl1 1.6323 -2.3997 3.0723  0.0504



(8)
Entry from the Open Molecules 2025 dataset: a 2-piece molecular cluster, C5H14BrN2 overall (wB97M-V/def2-TZVPD).

Results
E_HOMO	-12.7	eV
Kohn-Sham gap	9.6	eV
energy above the lowest of the compared OMol25 structures with the same formula, charge and spin	0.0	kcal/mol
total charge	+1
electronic energy	-78425.728	eV

Last column: Löwdin charge in e.
Geometry (Å):
C1 -2.2374 -0.4256 0.4692  -0.1972
C2 -0.7897 -2.4553 0.2245  -0.1236
C3 2.1256 2.1225 0.3795  0.0086
C4 0.6160 0.2357 -0.4303  -0.2477
C5 -0.8388 -0.9688 0.6732  -0.6820
N1 0.0773 0.5588 -1.6762  0.0383
N2 0.8543 1.3967 0.4476  -0.0245
Br1 -0.4834 -0.6893 2.6478  0.6874
H1 -2.3313 0.6615 0.6638  0.0768
H2 -3.0606 -0.9218 0.8820  0.0638
H3 -2.4489 -0.5057 -0.6507  0.1024
H4 0.1905 -3.0101 0.5598  0.1246
H5 -0.8800 -2.3980 -0.7916  0.0253
H6 -1.7215 -2.9628 0.6094  0.1091
H7 2.3483 2.5400 -0.5836  0.1063
H8 1.9858 2.9700 1.0232  0.1046
H9 2.9604 1.5785 0.7327  0.1006
H10 1.5745 -0.4096 -0.6058  0.1823
H11 -0.7978 1.1199 -1.8262  0.1228
H12 0.0782 -0.3691 -2.2470  0.1523
H13 0.7377 0.9734 1.3902  0.0551
H14 -0.0449 1.9770 0.3491  0.2145



(9)
Entry from the Open Molecules 2025 dataset: C5H14CeF3NO3P2Si as an isolated structure (wB97M-V/def2-TZVPD).

Results
spin multiplicity	2
E_HOMO (alpha / beta)	-18.7 / -18.7	eV
Kohn-Sham gap (alpha / beta)	5.6 / 6.0	eV
total charge	+3
electronic energy	-60549.922	eV

Last column: Löwdin charge in e.
Geometry (Å):
C1 2.7351 -1.6921 0.7876  -0.0622
C2 2.9169 -0.8813 -0.4619  -0.2145
O1 1.6562 -0.5710 -1.1449  -0.2236
Si1 0.3612 -0.0253 -0.4174  0.3531
C3 -0.9247 -1.3565 -0.0542  -0.2012
C4 -2.0615 -1.0505 0.9311  -0.0922
C5 -3.3861 -0.7325 0.3381  -0.4861
F1 -4.3499 -0.7735 1.1370  0.3302
F2 -3.3379 0.9222 -0.0460  -0.2966
F3 -3.6828 -1.2572 -0.7490  0.3441
P1 -0.5674 1.3361 -2.0379  0.5859
N1 0.1549 1.2670 -3.3901  -0.1978
P2 0.6614 1.2548 1.4822  0.8539
O2 2.0710 1.9728 1.5156  -0.2494
O3 -0.3532 2.7177 1.1243  -0.5247
H1 3.6654 -2.2111 0.9837  0.1103
H2 1.9950 -2.4691 0.6507  0.0846
H3 2.5336 -1.1091 1.6843  0.0653
H4 3.4962 -1.4456 -1.1773  0.1365
H5 3.4675 0.0353 -0.2975  0.1221
H6 -1.3334 -1.6688 -1.0091  0.1035
H7 -0.3972 -2.2210 0.3288  0.1008
H8 -2.2851 -1.9372 1.5183  0.1748
H9 -1.8075 -0.2783 1.6534  0.1089
H10 -1.9900 1.0947 -2.1481  -0.0070
H11 -0.5208 2.7335 -1.5548  -0.0266
H12 0.9440 0.6290 -3.4387  0.0248
H13 2.6836 1.5381 2.1303  0.1092
H14 0.1372 3.4789 1.4905  0.1112
Ce1 -2.4818 2.7001 0.1710  1.8626



(10)
Entry from the Open Molecules 2025 dataset: a 2-piece molecular cluster, C5H14ClO2PSi overall (wB97M-V/def2-TZVPD).

Results
E_HOMO (alpha / beta)	-7.5 / -7.5	eV
Kohn-Sham gap (alpha / beta)	4.4 / 4.2	eV
energy above the lowest of the compared OMol25 structures with the same formula, charge and spin	67.4	kcal/mol
electronic energy	-39193.469	eV

Last column: Löwdin charge in e.
Geometry (Å):
C1 3.1405 -1.4497 2.8114  -0.1423
C2 -1.2644 0.8100 -3.1234  -0.1684
C3 -0.6311 2.1082 -0.5616  -0.2039
C4 -2.5527 0.0006 -0.7153  -0.1935
C5 3.1821 -2.8546 2.3385  -0.3037
O1 2.7927 -3.0787 0.9220  -0.4718
O2 0.3699 -0.6390 -1.2223  -0.4877
Si1 -0.7456 0.4038 -1.3208  0.1723
P1 3.1989 -1.9672 -0.2632  0.7768
Cl1 1.9230 -2.6023 -1.6167  0.4378
H1 2.0283 -1.0814 2.7835  0.1271
H2 3.5208 -1.3685 3.8851  0.1058
H3 3.8542 -0.7322 2.3244  0.0727
H4 -2.0205 0.0716 -3.4770  0.0384
H5 -1.5551 1.7786 -3.2843  -0.0135
H6 -0.4076 0.6102 -3.6443  -0.0306
H7 0.2413 2.4673 -1.2060  0.0364
H8 -1.4074 2.8225 -0.5062  0.0029
H9 -0.2043 2.1791 0.4761  0.0255
H10 -2.5214 -0.4185 0.2461  -0.0186
H11 -3.0906 0.9246 -0.6600  0.0075
H12 -2.9542 -0.6796 -1.4437  -0.0020
H13 2.5759 -3.5069 2.9424  0.1171
H14 4.2224 -3.1902 2.4384  0.1156



(11)
Entry from the Open Molecules 2025 dataset: C5H14FO3SrY as an isolated structure (wB97M-V/def2-TZVPD).

Results
E_HOMO	-20.3	eV
Kohn-Sham gap	2.1	eV
total charge	+4
electronic energy	-16099.635	eV

Last column: Löwdin charge in e.
Geometry (Å):
Sr1 -2.7237 -1.0197 -3.5064  1.8642
Y1 0.0915 2.3746 -4.4767  2.1333
F1 -0.3578 0.2311 -3.4116  -0.6391
C1 0.4326 1.8025 1.8581  -0.0025
C2 -0.8672 1.7234 1.0526  -0.4805
C3 -0.6524 2.1078 -0.3638  -0.0736
O1 -1.4202 0.4702 1.2697  0.0300
H1 1.1009 1.0002 1.5454  0.0889
H2 0.2709 1.6148 2.9196  0.1116
H3 0.8621 2.7993 1.7581  0.1060
H4 -1.5283 2.4963 1.4448  0.1744
H5 -0.1089 1.3856 -0.9731  0.0333
H6 -0.1123 3.0458 -0.4919  0.0992
H7 -1.5478 2.1555 -0.9836  0.0650
H8 -1.1184 0.0956 2.1005  0.1249
C4 0.9498 -2.6907 0.5409  -0.1504
C5 0.4924 -1.6519 -0.4616  -0.1972
O2 1.5599 -1.5128 -1.4413  -0.0272
O3 -0.1727 -3.2788 1.2374  0.0412
H9 1.6528 -2.2437 1.2438  0.1611
H10 1.5873 -3.4884 0.1597  0.1589
H11 0.3269 -0.6933 0.0301  0.0909
H12 -0.4007 -2.0072 -0.9757  0.1043
H13 1.5866 -0.5716 -1.6281  0.0588
H14 0.0964 -4.1447 1.5529  0.1244